# 1
C63H168O21 | wB97M-V/def2-TZVPD

Calculated values
ΔE to the lowest compared entry with this formula, charge and spin (eV): 2.173
Net charge: 0

XYZ file:
```
252
C63H168O21 (wB97M-V/def2-TZVPD)
C -4.015 -2.960 -0.417
C -3.032 -3.701 -1.309
C -3.753 -4.655 -2.282
O -2.215 -2.813 -2.016
H -4.698 -3.672 0.046
H -4.605 -2.268 -1.018
H -3.595 -2.296 0.339
H -2.343 -4.269 -0.683
H -4.381 -4.154 -3.019
H -4.441 -5.348 -1.798
H -3.018 -5.208 -2.867
H -1.843 -2.277 -1.312
C -3.828 -1.059 6.522
C -3.381 0.148 5.628
C -3.236 1.479 6.381
O -2.066 -0.222 5.152
H -3.137 -1.211 7.351
H -3.762 -1.998 5.972
H -4.810 -0.978 6.987
H -4.010 0.290 4.749
H -2.604 1.362 7.261
H -4.250 1.810 6.601
H -2.765 2.226 5.742
H -1.473 -0.401 5.886
C -4.996 -0.867 -3.848
C -5.848 0.248 -4.491
C -7.148 -0.326 -4.928
O -5.977 1.249 -3.557
H -3.960 -0.564 -3.698
H -4.880 -1.791 -4.414
H -5.381 -1.198 -2.883
H -5.388 0.670 -5.385
H -7.713 0.457 -5.433
H -7.833 -0.652 -4.145
H -7.075 -1.120 -5.671
H -6.438 0.899 -2.791
C 5.134 -4.655 -3.883
C 4.017 -3.676 -4.240
C 4.326 -2.842 -5.514
O 2.879 -4.470 -4.400
H 6.020 -4.051 -3.690
H 5.318 -5.425 -4.633
H 4.897 -5.133 -2.933
H 3.771 -2.956 -3.459
H 3.490 -2.181 -5.742
H 4.487 -3.439 -6.412
H 5.186 -2.175 -5.460
H 3.103 -5.152 -5.038
C -0.221 2.922 4.568
C -0.129 2.982 3.000
C -1.515 2.794 2.375
O 0.402 4.286 2.712
H -1.018 3.555 4.957
H 0.692 3.361 4.971
H -0.316 1.922 4.993
H 0.568 2.247 2.597
H -2.279 3.520 2.654
H -1.953 1.823 2.604
H -1.384 2.837 1.294
H 0.212 4.872 3.449
C 5.013 2.275 4.737
C 3.642 1.922 5.206
C 2.915 1.027 4.249
O 3.717 1.230 6.438
H 5.499 3.005 5.386
H 5.014 2.664 3.719
H 5.565 1.336 4.750
H 3.043 2.832 5.243
H 2.691 1.580 3.337
H 1.968 0.696 4.675
H 3.441 0.119 3.955
H 4.453 0.620 6.344
C 5.348 3.053 -1.087
C 6.773 2.824 -0.492
C 7.744 3.862 -0.788
O 6.703 2.712 0.922
H 4.608 2.515 -0.494
H 5.287 2.677 -2.109
H 5.072 4.103 -0.986
H 7.081 1.860 -0.897
H 8.735 3.536 -0.469
H 7.446 4.772 -0.266
H 7.757 4.049 -1.861
H 6.401 3.577 1.208
C -0.623 -3.239 7.305
C -0.304 -1.886 7.903
C 0.918 -1.990 8.732
O -0.007 -1.015 6.850
H 0.188 -3.603 6.676
H -1.562 -3.241 6.752
H -0.765 -3.961 8.109
H -1.118 -1.484 8.505
H 1.473 -1.084 8.975
H 1.655 -2.686 8.332
H 0.637 -2.247 9.753
H 0.553 -0.283 7.119
C 3.454 -2.288 5.597
C 4.940 -2.329 5.970
C 5.787 -3.290 5.119
O 5.484 -1.044 5.845
H 3.040 -3.234 5.945
H 3.182 -2.152 4.550
H 3.023 -1.452 6.148
H 4.958 -2.555 7.036
H 5.650 -4.342 5.368
H 6.856 -3.088 5.061
H 5.469 -3.307 4.076
H 6.408 -1.144 6.087
C 0.910 -0.153 0.900
C -0.428 -0.306 0.151
C -0.307 0.058 -1.362
O -0.984 -1.579 0.330
H 1.261 0.878 0.942
H 1.659 -0.861 0.543
H 0.697 -0.359 1.949
H -1.066 0.414 0.664
H 0.386 -0.613 -1.871
H 0.102 1.064 -1.452
H -1.232 0.104 -1.937
H -1.132 -1.606 1.278
C 1.456 3.707 -0.877
C 2.170 4.964 -0.335
C 1.246 6.222 -0.352
O 2.529 4.680 1.047
H 0.996 3.872 -1.851
H 0.702 3.323 -0.190
H 2.176 2.913 -1.075
H 3.054 5.164 -0.940
H 0.683 6.253 -1.285
H 1.904 7.083 -0.231
H 0.489 6.256 0.432
H 1.748 4.372 1.513
C 3.912 -0.381 -1.868
C 5.018 -0.930 -0.943
C 4.521 -1.331 0.424
O 5.807 -1.992 -1.450
H 4.231 -0.390 -2.910
H 3.482 0.594 -1.638
H 3.075 -1.079 -1.879
H 5.757 -0.128 -0.943
H 5.296 -1.809 1.023
H 3.747 -2.089 0.301
H 4.013 -0.493 0.901
H 6.178 -1.710 -2.290
C -4.273 0.717 -0.044
C -4.106 2.191 -0.289
C -3.169 2.490 -1.363
O -5.377 2.696 -0.597
H -4.720 0.162 -0.869
H -4.895 0.595 0.843
H -3.300 0.289 0.199
H -3.772 2.687 0.622
H -3.095 3.530 -1.680
H -3.377 1.900 -2.255
H -2.139 2.215 -1.134
H -5.232 3.544 -1.022
C -5.078 5.514 -5.749
C -4.957 4.011 -5.332
C -3.489 3.719 -5.166
O -5.552 3.893 -4.085
H -4.613 6.259 -5.104
H -6.128 5.796 -5.825
H -4.730 5.762 -6.752
H -5.404 3.287 -6.014
H -3.283 2.905 -4.469
H -3.009 4.659 -4.897
H -3.021 3.421 -6.104
H -5.587 2.956 -3.882
C -0.258 1.714 -4.750
C 0.919 1.466 -5.693
C 2.071 0.686 -5.074
O 0.544 0.788 -6.878
H -1.094 2.169 -5.281
H -0.036 2.351 -3.894
H -0.669 0.813 -4.294
H 1.304 2.386 -6.133
H 2.501 1.204 -4.217
H 2.858 0.574 -5.820
H 1.769 -0.319 -4.778
H -0.326 1.107 -7.129
C -7.998 -1.493 1.979
C -7.232 -2.596 2.717
C -5.918 -1.989 3.246
O -7.984 -3.109 3.784
H -8.938 -1.933 1.646
H -7.497 -1.120 1.085
H -8.236 -0.646 2.623
H -7.036 -3.426 2.038
H -5.293 -2.722 3.757
H -6.027 -1.148 3.931
H -5.393 -1.589 2.379
H -7.401 -3.632 4.339
C -2.795 -0.355 -6.890
C -2.830 0.546 -8.169
C -4.162 1.081 -8.707
O -1.901 1.587 -8.006
H -1.782 -0.587 -6.561
H -3.401 -1.260 -6.921
H -3.197 0.169 -6.023
H -2.476 -0.148 -8.931
H -4.846 0.244 -8.842
H -3.977 1.621 -9.636
H -4.571 1.651 -7.873
H -1.884 2.089 -8.823
C -1.527 -4.029 2.731
C -1.012 -2.861 3.534
C 0.488 -2.701 3.720
O -1.605 -1.675 2.963
H -1.352 -3.929 1.660
H -2.602 -4.104 2.891
H -1.241 -5.005 3.124
H -1.351 -3.022 4.558
H 0.984 -3.643 3.956
H 0.638 -1.868 4.407
H 0.963 -2.422 2.780
H -1.786 -1.017 3.638
C -0.119 -2.424 -4.973
C -1.009 -3.546 -5.250
C -0.582 -4.867 -4.616
O -2.278 -3.144 -4.739
H -0.295 -1.634 -5.704
H 0.946 -2.651 -5.026
H -0.376 -1.853 -4.081
H -1.021 -3.664 -6.333
H -1.279 -5.699 -4.706
H -0.412 -4.651 -3.561
H 0.344 -5.076 -5.152
H -2.164 -2.915 -3.814
C 1.350 -3.681 -1.232
C 2.042 -4.931 -0.659
C 1.062 -5.576 0.355
O 2.217 -5.831 -1.694
H 0.307 -3.919 -1.439
H 1.767 -3.392 -2.197
H 1.281 -2.776 -0.628
H 2.973 -4.718 -0.133
H 0.844 -4.888 1.172
H 1.478 -6.480 0.800
H 0.128 -5.778 -0.170
H 2.575 -5.439 -2.494
C 4.385 5.807 3.785
C 5.178 6.123 2.461
C 6.589 6.630 2.681
O 5.309 4.921 1.675
H 4.742 4.920 4.308
H 3.314 5.736 3.596
H 4.429 6.681 4.435
H 4.741 6.940 1.888
H 7.117 5.788 3.129
H 6.748 7.502 3.316
H 7.100 6.849 1.744
H 4.412 4.726 1.392
```

=====

# 2
C63H60Cl2CsN3O3P2S4 | wB97M-V/def2-TZVPD

Calculated values
ΔE to the lowest compared entry with this formula, charge and spin (eV): 0.000
Net charge: -2

XYZ file:
```
138
C63H60Cl2CsN3O3P2S4 (wB97M-V/def2-TZVPD)
Cs -0.783 -0.191 -0.032
O 1.870 -1.440 -0.259
S 2.773 -1.949 0.817
C 2.011 -1.639 2.419
C 1.343 -2.633 3.117
C 0.798 -2.353 4.361
C 0.862 -1.071 4.871
C 1.487 -0.062 4.145
C 2.092 -0.329 2.924
P 2.889 0.977 1.898
C 4.655 0.753 2.374
C 5.074 0.167 3.567
C 6.426 0.033 3.849
C 7.377 0.487 2.943
C 6.972 1.070 1.751
C 5.618 1.192 1.467
C 2.446 2.492 2.823
C 1.136 2.944 2.655
C 0.711 4.113 3.268
C 1.605 4.863 4.021
C 2.914 4.424 4.187
C 3.330 3.236 3.601
C 2.683 -3.744 0.796
C 3.665 -4.360 1.560
C 3.709 -5.739 1.666
C 2.766 -6.492 0.984
C 1.811 -5.871 0.193
C 1.743 -4.480 0.062
P 0.440 -3.683 -1.003
C 1.391 -3.343 -2.531
C 0.797 -2.461 -3.436
C 1.416 -2.173 -4.643
C 2.644 -2.743 -4.951
C 3.254 -3.598 -4.045
C 2.628 -3.899 -2.842
C -0.519 -5.170 -1.497
C -1.606 -5.465 -0.672
C -2.419 -6.555 -0.945
C -2.168 -7.348 -2.058
C -1.102 -7.047 -2.895
C -0.279 -5.965 -2.614
H 1.213 -3.619 2.698
H 0.245 -3.115 4.889
H 0.363 -0.843 5.804
H 1.471 0.950 4.525
H 4.334 -0.190 4.274
H 6.738 -0.427 4.779
H 8.433 0.381 3.164
H 7.709 1.417 1.037
H 5.298 1.621 0.523
H 0.413 2.360 2.095
H -0.321 4.417 3.154
H 1.281 5.785 4.490
H 3.610 5.004 4.782
H 4.349 2.894 3.746
H 4.380 -3.742 2.092
H 4.465 -6.217 2.275
H 2.773 -7.573 1.058
H 1.096 -6.484 -0.337
H -0.139 -1.969 -3.188
H 0.951 -1.478 -5.330
H 3.135 -2.501 -5.886
H 4.221 -4.031 -4.275
H 3.107 -4.573 -2.141
H -1.815 -4.828 0.184
H -3.258 -6.773 -0.296
H -2.812 -8.190 -2.281
H -0.912 -7.656 -3.772
H 0.552 -5.733 -3.270
C -5.523 3.559 -4.224
C -5.450 4.441 -2.982
N -4.110 4.516 -2.431
C -3.337 5.703 -2.736
C -3.592 6.838 -1.750
C -3.655 3.538 -1.577
S -2.110 3.677 -0.867
N -4.550 2.587 -1.324
C -4.225 1.341 -0.961
O -3.235 0.700 -1.355
C -5.221 0.652 -0.072
C -6.578 0.956 -0.141
C -7.482 0.301 0.682
C -7.032 -0.643 1.599
C -5.677 -0.931 1.687
C -4.777 -0.293 0.847
H -6.536 3.549 -4.637
H -5.244 2.539 -3.959
H -4.838 3.917 -4.996
H -6.121 4.049 -2.218
H -5.766 5.460 -3.223
H -3.595 6.017 -3.753
H -2.282 5.437 -2.715
H -4.649 7.114 -1.729
H -3.010 7.723 -2.020
H -3.294 6.514 -0.753
H -6.909 1.712 -0.842
H -8.540 0.534 0.616
H -7.739 -1.141 2.254
H -5.294 -1.640 2.411
H -3.723 -0.509 0.967
O -1.515 0.190 -3.314
C -1.213 0.935 -4.467
C -0.845 2.385 -4.194
C 0.261 2.553 -3.154
C 1.520 1.783 -3.433
C 2.279 2.011 -4.582
C 3.461 1.314 -4.761
C 3.852 0.400 -3.794
C 3.026 0.220 -2.695
N 1.892 0.891 -2.513
H -2.161 0.658 -2.741
H -2.050 0.907 -5.181
H -0.366 0.428 -4.944
H -1.724 2.920 -3.820
H -0.557 2.850 -5.145
H -0.115 2.242 -2.182
H 0.494 3.618 -3.062
H 1.948 2.740 -5.312
H 4.071 1.484 -5.642
H 4.764 -0.174 -3.895
H 3.258 -0.502 -1.920
S -2.015 -2.293 2.357
C -2.190 -1.544 3.943
C -2.399 -2.384 5.046
C -2.485 -1.928 6.354
C -2.375 -0.563 6.593
C -2.192 0.296 5.521
C -2.095 -0.133 4.185
S -1.885 1.091 2.944
H -2.482 -3.446 4.840
H -2.643 -2.627 7.169
H -2.442 -0.170 7.604
H -2.115 1.365 5.690
Cl 4.048 6.322 0.213
C 3.145 4.817 0.536
Cl 2.346 4.191 -0.903
H 2.396 5.030 1.290
H 3.855 4.079 0.885
```